Computed, not measured: C10H9NO2 in the gas phase, with ωB97M-V with the def2-TZVPD basis set.

Output
- SMILES = CCc1cccc2c1C(=O)NC2=O
- highest occupied orbital energy (eV) = -9.670
- energy (Eh) = -591.66276
- energy relative to the best compared isomer or geometry (same formula, charge and spin) (eV) = 1.246
- LUMO energy (eV) = -0.442
- net charge = 0

Atoms and positions in Å:
C1 -1.2102 0.3600 2.4166
C2 -0.4841 1.5098 1.5679
C3 0.3968 0.7969 0.5037
C4 1.8710 0.8484 0.4794
C5 2.6220 0.1035 -0.5458
C6 1.9721 -0.6994 -1.5860
C7 0.5220 -0.7292 -1.5763
C8 -0.2242 0.0143 -0.5493
C9 -1.7127 -0.2610 -0.8914
O1 -2.6150 0.4109 -0.4712
N1 -1.8106 -1.3992 -1.8034
C10 -0.5032 -1.4637 -2.4745
O2 -0.3810 -1.9911 -3.5389
H1 -0.6386 0.1479 3.3539
H2 -2.2685 0.6126 2.6667
H3 -1.2196 -0.6069 1.8391
H4 -1.2093 2.2383 1.1324
H5 0.2213 2.0113 2.2882
H6 2.3898 1.4389 1.2686
H7 3.7403 0.1329 -0.5612
H8 2.5215 -1.2842 -2.3521
H9 -1.9798 -2.1909 -1.1664

Forces on the atoms, in the same order (eV/Å):
0.0 -0.1 -0.3
0.9 -1.3 0.7
0.9 -0.3 -1.7
-1.4 -1.4 -1.5
-1.4 -0.2 -0.1
-1.5 1.1 1.3
0.7 1.4 1.7
1.4 -1.1 -1.4
1.2 1.0 1.0
-0.1 -0.8 -0.3
0.6 1.2 0.9
0.1 -0.1 1.0
0.5 0.1 0.5
-0.5 0.3 -0.7
0.9 -0.1 -0.1
-0.1 1.0 0.5
0.7 -0.7 0.2
-0.8 -0.1 -0.9
-0.4 -0.6 -0.8
-1.2 0.1 0.2
-0.3 0.6 0.7
-0.1 0.0 -0.9